# C33H52Cl2F5N9O14Si

A cluster of 7 separate species, C33H52Cl2F5N9O14Si in total (the ωB97M-V functional and the def2-TZVPD basis, the Open Molecules 2025 dataset).

The geometry in ORCA input format:
```
! RIJCOSX wB97M-V def2-TZVPD def2/J DEFGRID3
* xyz 0 1
C 7.609 3.139 0.596
C 7.124 1.624 1.109
N 5.732 1.425 0.548
C 5.256 -0.031 0.746
C 4.305 -0.344 -0.576
C 3.530 -1.789 -0.524
C 4.245 -2.591 0.765
N 5.049 -3.366 1.465
C 3.748 -2.518 -1.959
Cl 2.405 -2.938 -3.224
C 5.127 -2.911 -2.466
C 5.325 -3.666 -3.947
Cl 6.716 -2.598 -1.556
C 1.937 -1.683 -0.013
C 2.137 -1.167 1.572
N 2.264 -0.654 2.778
C 1.312 -3.186 -0.030
C 0.360 -3.644 1.198
O -0.663 -2.687 1.643
C 1.158 -4.256 2.526
F 1.138 -3.299 3.693
F 0.340 -5.435 3.002
F 2.501 -4.796 2.224
C 1.070 -0.513 -0.734
F 1.559 -0.081 -2.082
F 1.216 0.728 0.122
C -0.534 -0.719 -0.875
C -1.429 0.167 0.226
Si -3.355 -0.105 -0.047
C -3.759 -1.526 -1.283
C -4.073 -0.422 1.750
C -4.105 1.627 -0.593
C -3.768 2.061 -2.172
C -4.291 3.506 -2.746
C -5.130 4.464 -1.677
C -5.486 4.024 -0.133
C -4.959 2.571 0.447
C 4.714 2.370 1.146
C 4.516 2.687 2.748
O 3.842 2.993 0.308
H 8.742 3.182 0.305
H 7.258 3.996 1.317
H 7.007 3.310 -0.420
H 7.188 1.607 2.283
H 7.858 0.872 0.578
H 4.675 -0.026 1.761
H 6.255 -0.666 0.763
H 5.058 -0.302 -1.503
H 3.618 0.593 -0.705
H 6.480 -3.806 -4.181
H 4.790 -3.054 -4.821
H 4.846 -4.737 -3.976
H 2.111 -4.060 -0.191
H 0.645 -3.255 -1.020
H -0.261 -4.584 0.792
H -1.384 -3.222 2.127
H -0.951 -1.801 -0.817
H -0.872 -0.287 -1.936
H -1.113 -0.099 1.346
H -1.272 1.325 0.112
H -4.749 -1.229 -1.855
H -2.874 -1.833 -1.986
H -4.019 -2.496 -0.644
H -3.755 -1.465 2.174
H -3.648 0.463 2.417
H -5.253 -0.341 1.667
H -3.141 1.353 -2.899
H -4.043 3.853 -3.852
H -5.470 5.519 -2.100
H -6.078 4.767 0.550
H -5.169 2.237 1.555
H 5.339 2.224 3.444
H 3.436 2.349 3.127
H 4.549 3.861 2.940
C -9.558 1.656 0.624
N -8.240 1.390 1.263
O -8.079 1.799 2.418
O -7.406 0.778 0.586
H -10.190 2.198 1.330
H -9.375 2.255 -0.270
H -10.002 0.691 0.371
C -8.306 -2.096 3.332
N -8.950 -2.873 2.239
O -8.843 -4.104 2.280
O -9.546 -2.225 1.370
H -7.822 -2.791 4.021
H -7.570 -1.431 2.875
H -9.090 -1.532 3.841
C 5.851 -0.573 -7.428
N 6.441 -1.572 -6.497
O 6.585 -2.725 -6.920
O 6.742 -1.171 -5.367
H 5.636 -1.063 -8.381
H 4.933 -0.198 -6.971
H 6.584 0.225 -7.562
C -4.933 9.156 -2.215
N -5.059 8.024 -3.172
O -4.220 7.952 -4.078
O -5.998 7.240 -2.988
H -4.068 9.762 -2.497
H -5.851 9.744 -2.276
H -4.798 8.732 -1.218
C 0.825 3.819 5.212
N 1.930 4.746 4.847
O 2.385 5.466 5.744
O 2.310 4.726 3.671
H 0.595 3.944 6.273
H -0.039 4.079 4.597
H 1.167 2.803 5.009
C 2.494 -7.880 1.282
N 1.850 -8.657 0.189
O 1.957 -9.888 0.230
O 1.254 -8.008 -0.680
H 2.978 -8.575 1.971
H 3.230 -7.215 0.824
H 1.710 -7.315 1.791
*
```

Values from the calculation:
LUMO level = -0.49 eV
HOMO level = -8.33 eV
SMILES = CCN(CC[C@](C#N)(/C(Cl)=C(/C)Cl)[C@](C#N)(C[C@H](O)C(F)(F)F)C(F)(F)CC[Si](C)(C)c1ccccc1)C(C)=O.C[N+](=O)[O-].C[N+](=O)[O-].C[N+](=O)[O-].C[N+](=O)[O-].C[N+](=O)[O-].C[N+](=O)[O-]